Entry from the OMol25 dataset: a single C7H14 molecule (ωB97M-V with the def2-TZVPD basis set).

E_LUMO ... 0.031 Ha
Largest force on an atom ... 0.006 hartree/bohr
HOMO ... -8.0 eV
Kohn-Sham gap ... 8.8 eV
Molecular weight ... 98.2 g mol⁻¹
ΔE to the lowest compared entry with this formula, charge and spin ... 84.08 kcal per mole

The geometry in XYZ format:
```
21
Properties=species:S:1:pos:R:3:nbo_charge:R:1
C 1.5713 -0.7450 0.8686 -0.600
C -0.7138 -1.7736 0.6679 -0.594
C -0.1669 0.6630 0.9317 0.151
C 0.1039 1.9012 0.1777 -0.555
C -1.3424 1.8449 -0.4163 -0.596
C 0.3320 -0.6752 -1.3186 -0.626
C 0.1736 -0.6101 0.2102 -0.225
H 2.2616 0.0125 0.4832 0.212
H -0.2944 -2.7334 0.3389 0.200
H -1.3214 1.4724 -1.4436 0.220
H -1.7224 -1.6925 0.2434 0.206
H -0.6403 -0.6910 -1.8247 0.210
H 1.9730 -1.7351 0.6373 0.224
H 0.9187 0.1548 -1.7255 0.206
H 0.2293 2.7811 0.8146 0.212
H 0.8833 1.9016 -0.5997 0.194
H -1.8514 2.8123 -0.3491 0.237
H -1.9407 1.1345 0.1859 0.247
H 0.8496 -1.6018 -1.5946 0.215
H 1.5054 -0.6382 1.9557 0.239
H -0.8078 -1.7822 1.7569 0.224
```



Entry from the OMol25 dataset: 2 unconnected molecules or ions with the total composition C7H14 (ωB97M-V with the def2-TZVPD basis set).

E_LUMO ... 0.034 Ha
Largest force on an atom ... 0.028 hartree/bohr
HOMO ... -8.4 eV
SMILES ... CC(C)(C)C1=CC1.[H][H]
Kohn-Sham gap ... 9.3 eV
Molecular weight ... 98.2 g mol⁻¹
ΔE to the lowest compared entry with this formula, charge and spin ... 105.61 kcal per mole

The geometry in XYZ format:
```
21
Properties=species:S:1:pos:R:3:nbo_charge:R:1
C 0.8972 -0.1699 -0.2778 0.104
C 1.6032 -1.3659 -0.7878 -0.438
C -0.4788 0.2496 0.1284 -0.123
C -1.1113 -0.5860 1.2505 -0.602
C -1.2403 0.0093 -1.1856 -0.585
C -0.5077 1.7369 0.4892 -0.597
C 1.8798 0.0654 -1.1026 -0.304
H 1.8925 0.2822 1.0321 0.089
H 2.0808 0.7594 -1.8908 0.216
H 2.2810 -1.9787 -0.1815 0.183
H -0.7358 0.5284 -2.0063 0.217
H -2.2656 0.3754 -1.1069 0.212
H 0.9832 -1.9470 -1.4712 0.171
H -0.0791 2.3383 -0.3194 0.213
H -1.5404 2.0659 0.6550 0.211
H 1.5376 -0.1006 1.5804 -0.038
H -2.1648 -0.3000 1.3766 0.213
H -1.0802 -1.6564 1.0182 0.215
H 0.0609 1.9375 1.4048 0.216
H -0.6125 -0.4311 2.2141 0.215
H -1.2657 -1.0593 -1.4278 0.212
```



Entry from the OMol25 dataset: a molecular structure, C7H14 (ωB97M-V with the def2-TZVPD basis set).

E_LUMO (spin up / spin down) ... 0.015 / 0.007 Ha
Largest force on an atom ... 0.013 hartree/bohr
HOMO (spin up / spin down) ... -7.6 / -7.3 eV
Kohn-Sham gap (spin up / spin down) ... 8.0 / 7.5 eV
Molecular weight ... 98.2 g mol⁻¹
ΔE to the lowest compared entry with this formula, charge and spin ... 131.01 kcal per mole

The geometry in XYZ format:
```
21
Properties=species:S:1:pos:R:3:nbo_charge:R:1
C 2.3858 -0.2022 -0.1220 -0.423
C -0.0754 -1.4279 0.0964 -0.345
C -1.1592 -0.5090 -0.4802 -0.286
C -0.0024 0.5282 -0.4456 0.144
C -0.0331 1.4333 0.7584 -0.708
C 1.0779 -0.5467 -0.5781 -0.362
C -2.4460 -0.3226 0.3132 -0.612
H -2.2467 -0.0744 1.3628 0.205
H 1.0982 -0.8910 -1.6201 0.225
H -0.0418 -2.4679 -0.2493 0.222
H 2.0683 1.3079 -1.0776 0.013
H 0.8529 2.0719 0.8197 0.230
H 3.2699 -0.6159 -0.6027 0.205
H -3.0338 -1.2510 0.3039 0.217
H -0.0989 0.8597 1.6999 0.207
H -0.9286 2.0681 0.7161 0.229
H -3.0733 0.4708 -0.1124 0.214
H 2.5257 0.2241 0.8703 0.192
H -1.3912 -0.8086 -1.5112 0.212
H -0.0308 -1.3944 1.1890 0.207
H 1.2826 1.5477 -1.3303 0.012
```



Entry from the OMol25 dataset: a molecular structure, C7H14BCdN2O2 (ωB97M-V with the def2-TZVPD basis set).

Net charge ... -1
E_LUMO ... 0.101 Ha
Largest force on an atom ... 0.024 hartree/bohr
HOMO ... -0.2 eV
Kohn-Sham gap ... 3.0 eV
Molecular weight ... 281.4 g mol⁻¹
ΔE to the lowest compared entry with this formula, charge and spin ... 0.00 kcal per mole

The geometry in XYZ format:
```
27
Properties=species:S:1:pos:R:3:nbo_charge:R:1
Cd 1.5401 -0.7521 -1.2302 0.155
O 0.5701 0.8004 3.6288 -0.638
O -1.3266 2.0916 3.2350 -0.647
N 0.4354 1.4110 -0.9513 -1.161
N -0.1108 -1.6784 -2.6635 -1.195
C 0.7879 4.7276 4.6919 -0.232
C -0.3026 2.8976 3.6437 0.222
C 1.9908 2.6223 4.4361 -0.269
C -0.3341 4.2294 4.0085 -0.259
C 0.3988 -1.0194 0.7974 -1.482
C 0.8527 2.1115 3.8575 0.291
C 1.9238 3.9459 4.9111 -0.225
B -0.7784 0.7946 3.2114 0.900
H 2.8604 1.9889 4.5796 0.228
H 0.7644 5.7638 5.0345 0.207
H -0.3142 -2.6478 -2.4164 0.368
H 1.0912 2.1562 -0.7061 0.375
H -0.9653 -1.1362 -2.5226 0.353
H 0.5141 -2.0926 1.0224 0.185
H -0.1799 1.2684 -0.1382 0.374
H 0.9230 -0.4434 1.5715 0.180
H 0.1304 -1.6467 -3.6588 0.375
H -1.2071 4.8432 3.7920 0.221
H 2.7805 4.3672 5.4352 0.210
H -0.6672 -0.7673 0.7299 0.154
H -0.1450 1.7247 -1.7351 0.359
H -1.3283 -0.1798 2.8270 -0.050
```



Entry from the OMol25 dataset: 2 unconnected molecules or ions with the total composition C7H14BIO8P (ωB97M-V with the def2-TZVPD basis set).

Net charge ... -1
E_LUMO ... 0.078 Ha
Largest force on an atom ... 0.006 hartree/bohr
HOMO ... -4.9 eV
Kohn-Sham gap ... 7.0 eV
Molecular weight ... 394.9 g mol⁻¹
ΔE to the lowest compared entry with this formula, charge and spin ... 0.00 kcal per mole

The geometry in XYZ format:
```
32
Properties=species:S:1:pos:R:3:nbo_charge:R:1
I 0.9808 1.1825 -1.7256 -0.051
P 4.2373 -1.0112 2.3747 2.096
O 5.1043 -1.1212 0.9893 -1.020
O -2.0815 -0.2647 -0.8404 -0.483
O 4.6321 -2.0623 3.3352 -1.117
O -3.1606 0.4076 1.0244 -0.566
O 4.7221 0.4509 2.9384 -1.008
O 2.5198 -0.3386 0.2844 -0.762
O -4.2787 0.0490 -0.9024 -0.508
O 1.5056 0.0793 2.3843 -0.708
C -2.5166 -0.7827 -2.0939 -0.095
C 0.9661 0.9457 1.4068 0.042
C -3.8656 -0.1125 -2.2708 0.064
C -3.1649 0.0929 -0.1185 0.972
C -4.8905 -0.8968 -3.0457 -0.623
C 1.6751 2.3058 1.4546 -0.649
C 1.2387 0.1303 0.1393 0.051
B 2.3938 -0.8960 1.7046 0.239
H 2.3966 2.4160 0.6422 0.204
H 4.6248 -0.6713 0.2767 0.504
H -5.0742 -1.8574 -2.5633 0.218
H -2.6146 -1.8692 -2.0127 0.179
H -1.7804 -0.5302 -2.8528 0.218
H 2.2130 2.3729 2.3995 0.232
H 4.9896 1.0422 2.2234 0.484
H -0.1122 1.0727 1.5437 0.179
H 0.5203 -0.6940 0.0828 0.190
H -4.5309 -1.0733 -4.0606 0.217
H -5.8328 -0.3535 -3.1026 0.223
H 0.9693 3.1372 1.3932 0.196
H -3.7357 0.8896 -2.6908 0.181
H 1.9502 -2.0397 1.6827 -0.101
```



Entry from the OMol25 dataset: 2 unconnected molecules or ions with the total composition C7H14BrNO2 (ωB97M-V with the def2-TZVPD basis set).

E_LUMO (spin up / spin down) ... 0.024 / -0.134 Ha
Largest force on an atom ... 0.154 hartree/bohr
HOMO (spin up / spin down) ... -8.0 / -9.8 eV
Kohn-Sham gap (spin up / spin down) ... 8.6 / 6.2 eV
2S+1 ... 3
<S²> ... 2.010
Molecular weight ... 224.1 g mol⁻¹

The geometry in XYZ format:
```
25
Properties=species:S:1:pos:R:3:mulliken_spin:R:1
Br -2.9498 1.9675 -2.1389 0.007
O -2.6277 0.9753 0.8923 0.709
O -1.4346 -0.1539 2.2884 0.773
N -1.5817 0.4284 1.2224 0.414
C 0.1621 1.6636 0.0999 0.056
C 1.0514 -1.2576 1.2875 -0.003
C -0.4668 2.9869 0.2923 -0.003
C 0.2062 -0.8247 0.0517 -0.013
C -0.3829 0.4976 0.3736 0.011
C -0.9871 -1.8207 -0.0024 0.021
C 1.1594 -0.9516 -1.2055 0.004
H 0.4795 -1.0632 2.2773 0.004
H -0.1727 3.2919 1.3865 0.007
H -0.7758 -2.8634 -0.2293 0.000
H 2.0053 -0.8723 1.2729 0.003
H 1.3478 -2.3278 1.3056 0.000
H 1.9560 -0.2526 -0.9573 0.000
H -1.5641 3.0405 0.2753 0.000
H 0.0351 3.6833 -0.4982 0.001
H -2.1802 1.6487 -1.0216 -0.001
H -1.5747 -1.8476 1.0126 0.001
H 1.3549 -1.9743 -1.5043 0.001
H -1.6123 -1.6414 -0.8298 0.003
H 1.1364 1.6272 -0.3664 0.007
H 0.4990 -0.5222 -2.0151 -0.001
```



> largest force on an atom of number 3 (C7H14)?

0.013 hartree/bohr



> largest force on an atom of number 4 (C7H14BCdN2O2)?

0.024 hartree/bohr